Model P:
Computed, not measured: an isolated molecule of C3H2N2O2, with ωB97M-V with the def2-TZVPD basis set.

Geometry as ORCA input:
```
! RIJCOSX wB97M-V def2-TZVPD def2/J DEFGRID3
* xyz 0 1
O 1.70592 0.85878 1.88910
C 0.90201 0.05995 1.48368
C -0.14675 0.46810 0.43406
O -0.56777 1.58640 0.32167
N -0.59153 -0.66620 -0.31732
C -0.57175 -0.49827 -1.71875
N -1.71856 -0.20185 -1.37179
H 0.86736 -0.99472 1.82238
H 0.12107 -0.61219 -2.54303
*
```

Computed properties:
- gap between HOMO and LUMO (eV) = 9.34

***

Model Q:
Computed, not measured: an isolated molecule of C3H2N2O2, with ωB97M-V with the def2-TZVPD basis set.

Geometry as ORCA input:
```
! RIJCOSX wB97M-V def2-TZVPD def2/J DEFGRID3
* xyz 0 1
H -1.66898 -2.02199 0.21023
N -1.75847 -1.01316 0.12810
C -0.69862 -0.34186 0.05074
C -0.86884 1.10264 -0.05623
N -1.26976 2.18446 -0.12362
O 0.60554 -0.85497 0.06365
C 1.61302 0.07034 -0.05816
O 1.43436 1.24560 -0.15937
H 2.61174 -0.37107 -0.05534
*
```

Computed properties:
- gap between HOMO and LUMO (eV) = 11.05

***

Which structure is most stable? model Q, by 58.7 kcal/mol over the runner-up.

***

Model P:
Computed, not measured: a structure of composition C3H2N2O2, with ωB97M-V with the def2-TZVPD basis set.

Geometry as ORCA input:
```
! RIJCOSX wB97M-V def2-TZVPD def2/J DEFGRID3
* xyz 0 1
C -0.32982 0.36374 1.73084
C -0.02807 0.73955 -0.19477
C -0.34377 -0.49162 0.46470
H 0.58674 0.17554 2.49822
H -1.32825 0.64191 2.21405
N 0.51308 0.42367 -1.42073
N -0.19014 -1.58154 -0.21504
O 0.20309 1.47146 0.92436
O 0.13328 -1.01926 -1.58267
*
```

Computed properties:
- gap between HOMO and LUMO (eV) = 10.01

***

Model Q:
Computed, not measured: an isolated molecule of C3H2N2O2, with ωB97M-V with the def2-TZVPD basis set.

Geometry as ORCA input:
```
! RIJCOSX wB97M-V def2-TZVPD def2/J DEFGRID3
* xyz 0 1
N -0.17754 -3.26371 0.12833
C -0.16789 -2.15715 0.01795
C -0.26946 -0.77052 -0.25384
N 0.10808 -0.20770 -1.37697
O 0.23077 1.14922 -1.03724
C 0.08667 1.34019 0.34662
O -0.36468 0.01611 0.80722
H -0.60573 2.22258 0.63978
H 1.15978 1.67098 0.72816
*
```

Computed properties:
- gap between HOMO and LUMO (eV) = 9.86

***

Which structure is most stable? model Q, by 68.6 kcal/mol over the runner-up.

***

Model P:
Computed, not measured: an isolated molecule of C3H2N2O2, with ωB97M-V with the def2-TZVPD basis set.

Geometry as ORCA input:
```
! RIJCOSX wB97M-V def2-TZVPD def2/J DEFGRID3
* xyz 0 1
O 1.81582 0.82968 1.50415
C 0.73166 1.31098 0.97079
C -0.00505 0.32519 0.18638
C 0.15450 -0.93890 0.27259
N -0.60203 -1.57693 -0.79073
N -1.29424 -0.71731 -1.44457
O -0.94599 0.57052 -0.85451
H 0.57385 2.45677 0.99791
H 0.45471 -1.78227 0.87353
*
```

Computed properties:
- gap between HOMO and LUMO (eV) = 9.76

***

Model Q:
Computed, not measured: an isolated molecule of C3H2N2O2, with ωB97M-V with the def2-TZVPD basis set.

Geometry as ORCA input:
```
! RIJCOSX wB97M-V def2-TZVPD def2/J DEFGRID3
* xyz 0 1
N -1.38457 -0.62423 -0.47166
C -0.74887 0.17495 0.23854
O 0.60566 0.43585 0.34963
C 1.52121 -0.41171 -0.18663
O 1.28844 -1.37256 -0.86074
C -1.61867 2.06824 0.62079
N -1.41344 1.03604 1.18985
H -0.76758 -1.23585 -0.99689
H 2.51782 -0.07072 0.11711
*
```

Computed properties:
- gap between HOMO and LUMO (eV) = 11.32

***

Model R:
Computed, not measured: an isolated molecule of C3H2N2O2, with ωB97M-V with the def2-TZVPD basis set.

Geometry as ORCA input:
```
! RIJCOSX wB97M-V def2-TZVPD def2/J DEFGRID3
* xyz 0 1
O 1.61567 -0.80142 1.35449
C 0.76646 -0.32679 0.66046
C -0.69352 -0.19128 1.01375
N -1.61882 0.19058 0.18036
O -1.16202 0.60246 -1.08464
C 0.10959 0.49535 -1.38838
N 1.04609 0.00890 -0.67367
H -1.05420 -0.57332 1.97163
H 0.33884 0.90497 -2.39211
*
```

Computed properties:
- gap between HOMO and LUMO (eV) = 10.03

***

Which structure is most stable? model R, by 5.8 kcal/mol over the runner-up.

***

Model P:
Computed, not measured: a cluster of 2 separate species, C4H12O3 in total, with ωB97M-V with the def2-TZVPD basis set.

Geometry as ORCA input:
```
! RIJCOSX wB97M-V def2-TZVPD def2/J DEFGRID3
* xyz 0 1
C -2.15257 -1.05220 1.06143
C -1.00202 -1.30635 -0.01568
O -1.76801 -0.90236 -1.20524
C 0.12128 -0.29345 0.17850
C 1.06016 -0.17773 -1.03354
O 2.26553 0.57022 -0.94781
H -3.08822 -1.25565 0.56507
H -2.16981 -1.93365 1.74388
H -1.95546 -0.09976 1.51419
H -0.68580 -2.33982 -0.20569
H -1.75668 -1.59052 -1.88991
H 0.63570 -0.67828 1.09157
H -0.33146 0.68582 0.33445
H 0.48644 0.32402 -1.80344
H 1.34711 -1.20891 -1.38262
H 2.52390 0.44703 -0.02929
O 2.21834 3.17896 0.66050
H 1.42660 3.73180 0.50931
H 2.82498 3.90084 0.85432
*
```

Computed properties:
- gap between HOMO and LUMO (eV) = 10.61

***

Model Q:
Computed, not measured: a cluster of 4 separate species, C4H12O3 in total, with ωB97M-V with the def2-TZVPD basis set.

Geometry as ORCA input:
```
! RIJCOSX wB97M-V def2-TZVPD def2/J DEFGRID3
* xyz 0 1
C 2.23607 3.71370 1.19851
C 1.56131 3.42674 0.07617
C 1.01105 4.33135 -0.99041
C -0.37278 4.18955 -1.38704
H 2.28002 4.74816 1.44830
H 2.91103 2.98327 1.74034
H 0.95358 2.47933 0.13471
H 1.48368 5.28768 -0.82734
H -0.73284 4.96956 -2.11574
H -1.12247 3.48158 -0.94641
O -1.70144 -5.41229 0.31125
H -2.69710 -5.30108 0.16957
H -1.23484 -4.85333 -0.30040
O -1.23274 -3.35293 -1.66034
H -0.65068 -3.86898 -2.37269
H -2.06986 -3.34053 -2.10902
O -0.17872 -2.92298 2.25768
H -0.23461 -3.67414 3.02520
H -0.59663 -3.37397 1.50133
*
```

Computed properties:
- gap between HOMO and LUMO (eV) = 8.73

***

Model R:
Computed, not measured: a cluster of 2 separate species, C4H12O3 in total, with ωB97M-V with the def2-TZVPD basis set.

Geometry as ORCA input:
```
! RIJCOSX wB97M-V def2-TZVPD def2/J DEFGRID3
* xyz 0 1
C 1.52720 1.83633 1.48605
C 0.93814 0.51779 1.96966
O 0.44371 0.68496 3.29334
C -0.18357 0.02091 1.07151
C 0.24317 -0.30399 -0.36945
O -0.75040 -1.13322 -0.97276
H 2.15167 2.22517 2.29402
H 2.13593 1.76234 0.57906
H 0.75430 2.58957 1.33677
H 1.73389 -0.21764 2.03566
H 0.05004 1.56520 3.33452
H -0.93293 0.80982 0.99745
H -0.74140 -0.85887 1.41837
H 1.21012 -0.82898 -0.34343
H 0.40209 0.63132 -0.92811
H -0.68581 -1.00554 -1.92520
O -1.77173 -1.61037 -5.17937
H -2.31875 -1.28210 -5.90488
H -1.21123 -0.87665 -4.91744
*
```

Computed properties:
- gap between HOMO and LUMO (eV) = 10.70

***

Which structure is most stable? model R, by 18.5 kcal/mol over the runner-up.

***

Model P:
Computed, not measured: a cluster of 3 separate species, H3N3O3 in total, with ωB97M-V with the def2-TZVPD basis set.

Geometry as ORCA input:
```
! RIJCOSX wB97M-V def2-TZVPD def2/J DEFGRID3
* xyz 0 1
N -2.41258 -0.78565 -1.06043
N -1.48173 -0.07138 -0.89602
N -3.76596 0.10674 0.12111
O -3.30090 1.11594 0.54954
O 0.61641 0.36638 0.45900
O -4.76777 -0.50081 0.30863
H -0.17712 0.81090 0.32855
H -0.57369 -0.28821 -1.54204
H 1.07777 0.79142 1.21343
*
```

Computed properties:
- gap between HOMO and LUMO (spin up / spin down) (eV) = 8.73 / 8.58

***

Model Q:
Computed, not measured: a cluster of 2 separate species, H3N3O3 in total, with ωB97M-V with the def2-TZVPD basis set.

Geometry as ORCA input:
```
! RIJCOSX wB97M-V def2-TZVPD def2/J DEFGRID3
* xyz 0 1
O -0.13550 -0.77818 -0.40450
N -1.11475 -0.85504 0.24374
N -2.11041 0.27991 -0.14875
O -3.21712 0.16595 0.26904
O -1.66992 1.21212 -0.75428
N 2.30145 0.03411 0.26588
H 1.78941 0.17357 1.21869
H 2.17447 0.64432 -0.52019
H 1.98238 -0.87675 -0.16962
*
```

Computed properties:
- gap between HOMO and LUMO (eV) = 7.84

***

Which structure is most stable? model P, by 14.7 kcal/mol over the runner-up.

***

Model P:
Computed, not measured: an isolated molecule of C5H5FOS, with ωB97M-V with the def2-TZVPD basis set.

Geometry as ORCA input:
```
! RIJCOSX wB97M-V def2-TZVPD def2/J DEFGRID3
* xyz 0 1
F -2.54064 -0.63561 -0.04935
C -1.20206 -0.45827 -0.19436
C -0.93604 0.55205 -1.06075
C 0.55957 0.50651 -1.05106
O 1.03132 1.05981 0.04100
C 0.73715 0.31808 1.13631
C 0.01528 -0.99678 0.62129
S 1.26241 -1.29109 -0.75794
H -1.75302 1.12458 -1.71839
H 0.93003 1.13338 -1.81180
H 1.63397 -0.15865 1.63525
H 0.30695 0.76382 2.04289
H -0.04493 -1.91784 1.16693
*
```

Computed properties:
- gap between HOMO and LUMO (eV) = 9.23

***

Model Q:
Computed, not measured: a structure of composition C5H5FOS, with ωB97M-V with the def2-TZVPD basis set.

Geometry as ORCA input:
```
! RIJCOSX wB97M-V def2-TZVPD def2/J DEFGRID3
* xyz 0 1
C -1.02060 -0.54856 0.88500
C -1.62194 0.48593 -0.15924
C -0.22299 1.01766 -0.27493
C 0.48978 -0.19009 -0.66568
C 0.52616 -0.44683 0.85932
H -1.62399 -0.22654 1.87778
H -2.42483 1.24046 0.39871
H -2.00326 -0.01071 -1.14026
H 0.03537 1.56238 0.63848
H -0.01181 -1.08428 -1.12641
O 1.45207 -0.63021 1.67656
F -1.47588 -1.87057 0.77378
S 1.17452 1.15543 -1.55573
*
```

Computed properties:
- gap between HOMO and LUMO (eV) = 8.88

***

Which structure is most stable? model P, by 32.3 kcal/mol over the runner-up.